#1
C3H5N3O3 in the gas phase, computed with wB97M-V/def2-TZVPD.

Each line ends with the Löwdin charge.
Positions of all 14 atoms, in Å:
N -1.251 -1.729 -0.108  0.12
C -0.155 -0.921 -0.186  -0.32
C 1.248 -1.246 -0.523  -0.14
O 2.248 -1.845 -0.486  0.10
N -0.237 0.404 0.112  -0.10
N -1.557 0.965 0.197  0.09
C 0.878 1.312 -0.010  -0.48
O 0.686 2.472 -0.361  0.10
O 1.995 1.049 0.721  0.11
H -1.160 -2.633 -0.556  0.11
H -2.114 -1.212 -0.282  0.09
H -1.805 0.916 1.186  0.10
H -1.464 1.964 -0.019  0.09
H 2.688 0.505 0.314  0.12

Summary:
SMILES: NC(=C=O)N(N)C(=O)O
HOMO energy (alpha / beta), eV: -6.68 / -6.92
LUMO energy (alpha / beta), eV: 0.057 / -0.160
Kohn-Sham gap (alpha / beta), eV: 6.74 / 6.76
Total charge: 0

---

#2
A molecular structure, C3H5N3O3, computed with wB97M-V/def2-TZVPD.

Each line ends with the Löwdin charge.
Positions of all 14 atoms, in Å:
C 0.111 0.726 -0.497  -0.30
C -0.338 -1.244 0.586  -0.27
C 0.105 0.232 0.738  -0.33
H 0.717 2.344 -1.898  0.16
H 0.696 2.797 -0.413  0.16
H 0.476 -3.293 -1.571  0.28
H -1.068 1.119 2.062  0.16
H 0.204 0.341 2.694  0.17
N -0.175 2.162 -1.042  0.04
N 0.146 -1.419 -0.835  -0.10
N 0.047 1.108 1.787  0.03
O 0.117 -0.218 -1.517  0.01
O -0.550 -2.558 -1.570  -0.08
O -0.487 -2.097 1.476  0.06

Summary:
HOMO energy, eV: -9.30
LUMO energy, eV: -0.065
Kohn-Sham gap, eV: 9.24
Total charge: 0

---

Energies relative to the most stable structure, in kcal/mol: #1 0.0; #2 106.2.

---

#1
A gas-phase ion, C5H11ClN (charge +1), computed with wB97M-V/def2-TZVPD.

Each line ends with the Löwdin charge.
Positions of all 18 atoms, in Å:
C 2.352 -1.734 -0.500  -0.29
C 1.576 0.882 0.372  -0.31
C -0.384 2.094 0.360  -0.08
C -0.525 -0.253 0.790  -0.01
C -0.534 0.580 -1.410  -0.03
N 0.107 0.834 -0.083  -0.45
Cl 2.603 -0.442 0.516  1.05
H 2.186 -2.531 0.222  0.03
H 1.676 -1.635 -1.408  0.07
H 0.300 2.288 1.311  0.14
H 0.138 2.792 -0.367  0.14
H -1.422 2.117 0.587  0.11
H 0.108 -0.415 1.580  0.06
H -1.496 -0.031 1.062  0.09
H -0.549 -1.228 0.178  0.13
H -0.036 1.258 -2.200  0.14
H -0.383 -0.487 -1.772  0.10
H -1.626 0.579 -1.423  0.12

Summary:
HOMO energy (alpha / beta), eV: -12.90 / -13.34
LUMO energy (alpha / beta), eV: -5.559 / -4.631
Kohn-Sham gap (alpha / beta), eV: 7.34 / 8.70
Total charge: +1

---

#2
A gas-phase ion, C5H11ClN (charge +1), computed with wB97M-V/def2-TZVPD.

Each line ends with the Löwdin charge.
Positions of all 18 atoms, in Å:
C 1.212 1.726 -0.891  0.06
C 1.259 0.485 -0.428  -0.67
Cl 2.615 -0.090 0.506  0.78
C 0.114 -0.424 -0.429  -0.35
N 0.649 -1.804 -0.421  0.12
C -0.926 -0.425 0.778  -0.19
C -1.717 0.840 0.819  -0.10
H 1.891 2.420 -0.703  0.03
H 0.384 2.213 -1.401  0.11
H -0.408 -0.355 -1.433  0.19
H 1.360 -1.889 0.342  0.10
H 1.281 -2.028 -1.286  0.22
H -0.097 -2.519 -0.410  0.18
H -0.256 -0.401 1.683  0.14
H -1.533 -1.278 0.904  0.10
H -2.622 0.854 0.105  0.12
H -0.951 1.722 0.576  0.12
H -2.256 0.954 1.690  0.05

Summary:
SMILES: C=C(Cl)[C@@H]([NH3+])CC
HOMO energy, eV: -14.07
LUMO energy, eV: -3.534
Kohn-Sham gap, eV: 10.53
Total charge: +1

---

Energies relative to the most stable structure, in kcal/mol: #1 188.8; #2 0.0.

---

#1
C6H9ClS in the gas phase, computed with wB97M-V/def2-TZVPD.

Each line ends with the Löwdin charge.
Positions of all 17 atoms, in Å:
C -1.945 1.738 1.166  0.00
C -0.921 1.651 0.288  -0.72
Cl -0.773 2.898 -0.894  0.69
C -0.012 0.507 0.167  -0.35
C 1.461 0.836 0.029  -0.05
C -0.508 -0.715 0.008  -0.13
C 0.296 -1.992 -0.256  -0.56
S 0.773 -2.176 -2.002  0.69
H -2.638 2.536 1.127  0.05
H -1.936 0.986 1.919  0.06
H 1.800 1.295 0.972  0.09
H 2.057 -0.095 -0.179  0.08
H 1.587 1.565 -0.729  0.04
H -1.607 -0.827 0.002  0.12
H -0.405 -2.836 -0.052  0.07
H 1.207 -2.129 0.379  0.08
H 1.565 -3.243 -1.944  -0.16

Summary:
SMILES: C=C(Cl)/C(C)=C/CS
HOMO energy, eV: -9.13
LUMO energy, eV: 0.617
Kohn-Sham gap, eV: 9.75
Total charge: 0

---

#2
C6H9ClS in the gas phase, computed with wB97M-V/def2-TZVPD.

Each line ends with the Löwdin charge.
Positions of all 17 atoms, in Å:
C 0.797 -0.818 -1.284  -0.02
C 0.857 0.460 -0.948  -0.65
C 1.992 1.379 -1.316  -0.12
S -0.411 1.319 -0.026  0.95
C -1.282 -0.019 0.766  -0.72
C -2.556 -0.249 0.480  0.00
C -0.552 -0.806 1.818  -0.61
Cl -0.324 0.140 3.330  0.54
H -0.033 -1.448 -1.033  0.05
H 1.609 -1.251 -1.815  0.06
H 2.708 0.844 -1.910  0.07
H 1.615 2.244 -1.886  0.08
H 2.507 1.736 -0.451  0.07
H -3.115 0.301 -0.297  0.07
H -3.150 -1.006 1.038  0.08
H 0.444 -1.093 1.469  0.06
H -1.106 -1.735 2.067  0.08

Summary:
SMILES: C=C(C)SC(=C)CCl
HOMO energy, eV: -8.62
LUMO energy, eV: 0.831
Kohn-Sham gap, eV: 9.45
Total charge: 0

---

#3
C6H9ClS in the gas phase, computed with wB97M-V/def2-TZVPD.

Each line ends with the Löwdin charge.
Positions of all 17 atoms, in Å:
C -1.588 1.734 -1.825  -0.41
S -2.144 0.471 -0.608  0.85
C -0.560 -0.152 -0.061  -0.62
C 0.668 0.081 -0.595  -0.07
C 1.745 -0.574 0.277  -0.17
C 0.921 -1.401 1.286  -0.24
C -0.467 -0.831 1.266  -0.64
Cl -0.640 0.447 2.639  0.52
H -0.985 1.370 -2.733  0.07
H -2.516 2.252 -2.122  0.03
H -0.968 2.481 -1.304  0.04
H 0.784 0.727 -1.471  0.09
H 2.447 -1.225 -0.257  0.11
H 2.380 0.146 0.794  0.11
H 0.891 -2.480 0.965  0.13
H 1.285 -1.466 2.338  0.11
H -1.253 -1.581 1.411  0.10

Summary:
SMILES: CSC1=CCC[C@H]1Cl
HOMO energy, eV: -8.40
LUMO energy, eV: 0.829
Kohn-Sham gap, eV: 9.23
Total charge: 0

---

Energies relative to the most stable structure, in kcal/mol: #1 17.8; #2 13.1; #3 0.0.

---

#1
A gas-phase ion, C6H10NO (charge +1), computed with wB97M-V/def2-TZVPD.

Each line ends with the Löwdin charge.
Positions of all 18 atoms, in Å:
C 2.210 3.015 1.535  0.07
C 1.265 1.457 1.650  0.07
C -0.500 0.327 0.316  -0.09
C -1.520 -1.804 0.085  -0.05
C -0.890 -0.586 -1.982  -0.08
C -0.430 -0.821 -0.538  -0.37
N 0.351 0.668 1.139  0.13
O 3.380 2.914 1.184  0.09
H 1.600 1.228 2.580  0.06
H -1.537 0.883 0.419  0.22
H -2.477 -1.369 -0.094  0.06
H -1.282 -2.071 1.154  0.10
H -1.582 -2.790 -0.474  0.11
H -0.361 0.237 -2.556  0.10
H -1.957 -0.502 -2.191  0.08
H -0.621 -1.384 -2.736  0.11
H 0.518 -1.432 -0.442  0.17
H 3.836 2.029 0.951  0.21

Summary:
HOMO energy (alpha / beta), eV: -13.67 / -13.67
LUMO energy (alpha / beta), eV: -4.926 / -4.927
Kohn-Sham gap (alpha / beta), eV: 8.75 / 8.74
Total charge: +1

---

#2
A gas-phase ion, C6H10NO (charge +1), computed with wB97M-V/def2-TZVPD.

Each line ends with the Löwdin charge.
Positions of all 18 atoms, in Å:
C -0.929 -0.105 2.556  0.04
C -0.415 0.886 0.627  -0.22
C -0.279 1.997 -0.280  0.08
C 1.221 -1.000 0.081  0.09
C -1.012 -1.124 -0.853  -0.01
C -0.397 -0.592 0.403  -0.42
N -0.847 -1.097 1.719  0.19
O -0.687 1.155 1.845  0.15
H -0.884 0.096 3.585  0.14
H 0.737 2.042 -0.757  0.15
H -0.603 2.895 0.183  0.10
H -1.039 1.656 -1.024  0.14
H 1.201 -2.033 0.158  0.08
H 1.438 -0.481 -0.850  0.09
H 1.876 -0.496 0.779  0.09
H -1.116 -2.174 -0.837  0.10
H -0.405 -0.761 -1.680  0.10
H -2.023 -0.645 -0.945  0.12

Summary:
HOMO energy, eV: -15.68
LUMO energy, eV: -5.315
Kohn-Sham gap, eV: 10.37
Total charge: +1

---

Energies relative to the most stable structure, in kcal/mol: #1 94.1; #2 0.0.